[1]
Here is a molecular structure, C19H21MnN4O7S from OMol25. Energies are from ωB97M-V with the def2-TZVPD basis set.

Results
Total charge ... 0
HOMO-LUMO gap (alpha / beta) ... 7.6 / 7.4 eV
E_LUMO (alpha / beta) ... -0.9 / -1.1 eV
2S+1 ... 5
Strongest force on any atom ... 0.948 eV/Å
HOMO level (alpha / beta) ... -0.31146 / -0.31117 Eh

XYZ file:
```
53
Properties=species:S:1:pos:R:3:lowdin_charge:R:1
Mn -0.91 -1.57 -0.85 1.022
O -2.28 -0.23 2.83 0.081
C -2.34 1.09 2.56 -0.259
C -2.54 1.94 3.65 -0.010
C -2.63 3.30 3.46 -0.078
C -2.51 3.86 2.18 -0.091
C -2.28 3.02 1.11 -0.032
C -2.19 1.63 1.28 -0.087
C -1.86 0.79 0.12 -0.405
O -2.13 -0.49 0.19 -0.141
N -1.28 1.33 -0.93 0.105
N -1.01 0.30 -1.79 -0.071
C -0.87 0.47 -3.04 -0.021
C -0.80 -0.77 -3.86 -0.249
C -0.32 -0.79 -5.15 -0.010
C -0.29 -2.01 -5.82 -0.044
C -0.73 -3.15 -5.16 -0.030
C -1.20 -3.03 -3.86 -0.088
N -1.25 -1.86 -3.23 0.064
H -2.18 -0.71 1.99 0.086
H -2.64 1.50 4.63 0.119
H -2.80 3.95 4.31 0.104
H -2.58 4.93 2.04 0.098
H -2.16 3.42 0.11 0.107
H -0.88 1.46 -3.48 0.137
H 0.03 0.11 -5.62 0.117
H 0.08 -2.07 -6.83 0.113
H -0.71 -4.12 -5.63 0.112
H -1.53 -3.89 -3.30 0.127
O 0.26 -4.99 -0.96 -0.269
S 0.31 -3.72 -0.31 0.388
O 0.57 -2.58 -1.35 -0.396
O -1.12 -3.21 0.07 -0.364
O 1.20 -3.58 0.81 -0.269
O 0.41 -0.59 0.72 -0.001
C 1.55 -0.77 1.12 -0.487
C 1.84 -1.01 2.56 -0.078
C 2.45 0.33 3.06 -0.160
C 2.04 1.60 2.28 -0.177
C 2.84 1.88 0.99 -0.171
C 2.58 0.92 -0.17 -0.159
N 2.62 -0.47 0.32 0.098
H 2.53 -1.84 2.70 0.125
H 0.90 -1.25 3.06 0.127
H 3.54 0.26 3.03 0.107
H 2.18 0.45 4.11 0.109
H 2.17 2.45 2.94 0.110
H 0.97 1.57 2.04 0.111
H 3.91 1.84 1.24 0.110
H 2.64 2.90 0.65 0.111
H 3.32 1.04 -0.96 0.116
H 1.59 1.09 -0.60 0.102
H 3.50 -0.70 0.75 0.141
```

[2]
Here is a molecular structure, C23H33NO6RuSi in a non-equilibrium geometry from OMol25. Energies are from ωB97M-V with the def2-TZVPD basis set.

Results
Total charge ... -1
HOMO-LUMO gap (alpha / beta) ... 5.1 / 4.9 eV
E_LUMO (alpha / beta) ... 2.6 / 2.6 eV
Energy relative to the best compared isomer or geometry (same formula, charge and spin) ... 73.87 kJ/mol
2S+1 ... 2
Strongest force on any atom ... 2.096 eV/Å
HOMO level (alpha / beta) ... -0.09102 / -0.08396 Eh

XYZ file:
```
65
Properties=species:S:1:pos:R:3:lowdin_charge:R:1
Ru 0.95 1.16 0.71 0.850
O -2.42 3.58 1.51 0.126
C -1.35 3.18 0.82 -0.498
O -0.24 3.18 1.29 0.012
C -1.66 2.79 -0.61 -0.103
O -1.02 1.60 -1.01 -0.137
C -1.78 0.41 -0.71 -0.237
C -2.13 0.38 0.81 -0.665
O -3.33 0.40 1.12 -0.002
O -1.13 0.38 1.58 -0.096
H -2.16 3.60 2.45 0.125
H -2.74 2.72 -0.73 0.139
H -1.27 3.57 -1.27 0.144
H -2.71 0.44 -1.29 0.148
H -0.22 -0.39 -1.90 0.096
C 5.53 0.76 -0.69 -0.234
Si 3.75 0.91 0.02 0.323
C 3.48 -0.80 0.84 -0.221
C 3.90 2.34 1.28 -0.225
C 2.36 1.22 -1.14 -0.353
H 6.26 0.58 0.11 0.007
H 5.83 1.67 -1.22 0.004
H 5.60 -0.07 -1.40 0.004
H 4.00 -0.86 1.79 0.015
H 3.83 -1.61 0.19 0.012
H 2.41 -0.95 1.03 -0.021
H 4.27 1.98 2.24 0.012
H 2.92 2.79 1.45 -0.022
H 4.58 3.13 0.93 0.008
H 2.18 0.45 -1.89 -0.045
H 2.30 2.22 -1.59 -0.054
C -2.90 -2.30 -0.84 -0.029
C -1.58 -2.06 -1.59 -0.466
C -0.61 -3.21 -1.24 -0.038
C -0.89 -0.76 -1.12 -0.114
C -1.82 -2.10 -3.10 -0.159
C -2.45 -3.21 -3.65 -0.048
C -2.64 -3.35 -5.02 -0.097
C -2.20 -2.35 -5.88 -0.112
C -1.61 -1.22 -5.35 -0.088
C -1.43 -1.09 -3.98 -0.019
H -2.80 -2.03 0.21 0.085
H -3.19 -3.35 -0.90 0.075
H -3.71 -1.69 -1.26 0.093
H -0.52 -3.30 -0.15 0.090
H 0.39 -3.00 -1.64 0.094
H -0.95 -4.16 -1.64 0.072
H -0.24 -0.98 -0.27 0.099
H -2.81 -4.01 -3.01 0.104
H -3.13 -4.23 -5.41 0.095
H -2.32 -2.46 -6.95 0.092
H -1.27 -0.43 -6.01 0.098
H -0.98 -0.18 -3.61 0.108
O 1.64 0.61 2.82 -0.180
N 0.81 0.75 3.77 -0.211
C 0.42 -0.33 4.48 -0.009
C -0.41 -0.20 5.57 -0.057
C -0.88 1.06 5.95 -0.080
C -0.52 2.14 5.16 -0.057
C 0.31 1.97 4.08 -0.020
H 0.80 -1.27 4.12 0.141
H -0.70 -1.08 6.13 0.105
H -1.51 1.18 6.81 0.097
H -0.89 3.13 5.38 0.106
H 0.61 2.75 3.39 0.119
```

[3]
Here is a single C12H13NO molecule in a non-equilibrium geometry from OMol25. Energies are from ωB97M-V with the def2-TZVPD basis set.

Results
Total charge ... 0
HOMO-LUMO gap ... 7.2 eV
E_LUMO ... -0.1 eV
SMILES string ... CNC(=O)C1=c2ccccc2=CCC1
Energy relative to the best compared isomer or geometry (same formula, charge and spin) ... 103.73 kJ/mol
Strongest force on any atom ... 4.491 eV/Å
HOMO level ... -0.26845 Eh

XYZ file:
```
27
Properties=species:S:1:pos:R:3:lowdin_charge:R:1
C -0.55 -0.90 -3.84 -0.060
N -0.43 -0.71 -2.42 -0.003
C -1.44 -0.24 -1.67 -0.406
O -2.56 0.01 -2.01 0.069
C -0.94 -0.04 0.02 -0.014
C 0.25 0.47 0.41 -0.160
C 1.18 1.15 -0.46 -0.050
C 2.30 1.72 0.01 -0.083
C 2.63 1.66 1.40 -0.088
C 1.82 1.03 2.27 -0.045
C 0.63 0.35 1.83 -0.180
C -0.08 -0.46 2.64 -0.026
C -1.25 -1.25 2.16 -0.178
C -1.95 -0.54 1.00 -0.163
H 0.23 -0.34 -4.37 0.084
H -0.46 -1.96 -4.10 0.084
H -1.53 -0.54 -4.16 0.085
H 0.46 -0.88 -1.99 0.127
H 0.91 1.25 -1.50 0.104
H 2.97 2.25 -0.65 0.101
H 3.53 2.16 1.74 0.099
H 2.06 0.98 3.33 0.111
H 0.26 -0.65 3.66 0.109
H -0.90 -2.24 1.84 0.124
H -1.97 -1.42 2.97 0.112
H -2.51 0.33 1.38 0.133
H -2.66 -1.19 0.51 0.115
```

[4]
Here is a molecular structure, C15H37HfN6O3S from OMol25. Energies are from ωB97M-V with the def2-TZVPD basis set.

Results
Total charge ... +3
HOMO-LUMO gap ... 8.6 eV
E_LUMO ... -9.7 eV
Energy relative to the best compared isomer or geometry (same formula, charge and spin) ... 0.00 kJ/mol
Strongest force on any atom ... 0.451 eV/Å
HOMO level ... -0.67140 Eh

XYZ file:
```
63
Properties=species:S:1:pos:R:3:lowdin_charge:R:1
Hf 0.81 0.67 0.57 1.723
C 0.77 3.08 2.57 -0.046
N -0.24 2.15 1.98 -0.377
C -1.30 3.01 1.38 -0.072
C -0.90 1.37 3.08 -0.152
C -0.16 0.09 3.42 -0.165
N 0.02 -0.77 2.22 -0.367
C 0.89 -1.93 2.57 -0.033
C -1.31 -1.33 1.84 -0.044
H 0.25 3.90 3.07 0.125
H 1.40 3.50 1.78 0.103
H 1.38 2.56 3.30 0.088
H -1.87 3.49 2.18 0.127
H -1.98 2.40 0.78 0.092
H -0.83 3.78 0.77 0.076
H -1.92 1.15 2.76 0.128
H -0.98 2.00 3.97 0.158
H -0.73 -0.46 4.18 0.156
H 0.82 0.30 3.85 0.112
H 0.40 -2.52 3.35 0.124
H 1.85 -1.58 2.94 0.079
H 1.04 -2.55 1.69 0.105
H -1.78 -1.78 2.72 0.126
H -1.17 -2.10 1.07 0.101
H -1.97 -0.56 1.45 0.077
N 2.83 0.70 2.19 -0.002
N 3.62 -0.20 1.39 0.042
C 3.61 0.10 0.03 -0.630
O 4.31 -0.37 -0.80 0.195
O 2.56 0.93 -0.23 -0.272
H 3.29 1.62 2.22 0.133
H 2.83 0.35 3.14 0.112
H 4.51 -0.48 1.77 0.179
C -1.07 3.20 -2.00 -0.303
S 0.53 2.64 -1.35 0.804
C 1.21 1.85 -2.83 -0.302
H -0.85 3.79 -2.88 0.072
H -1.54 3.86 -1.27 0.042
H -1.72 2.38 -2.26 0.044
H 0.53 1.09 -3.20 0.053
H 2.18 1.44 -2.58 0.046
H 1.32 2.63 -3.58 0.073
C 1.64 -2.37 -1.86 0.024
N 0.23 -2.24 -2.20 -0.043
C -0.25 -3.13 -3.27 -0.095
C -1.70 -3.49 -3.01 -0.118
C -2.52 -2.22 -2.87 -0.098
N -1.87 -1.30 -1.92 -0.042
C -2.77 -0.33 -1.29 -0.005
C -0.59 -1.38 -1.62 -0.373
O -0.09 -0.55 -0.71 -0.229
H 1.86 -3.41 -1.64 0.118
H 1.89 -1.77 -0.98 0.060
H 2.26 -2.04 -2.69 0.124
H 0.39 -4.01 -3.27 0.141
H -0.12 -2.61 -4.23 0.150
H -1.78 -4.10 -2.11 0.135
H -2.08 -4.09 -3.83 0.143
H -3.51 -2.43 -2.48 0.143
H -2.63 -1.70 -3.82 0.148
H -3.39 -0.82 -0.54 0.110
H -3.43 0.07 -2.07 0.117
H -2.21 0.49 -0.85 0.058
```

[5]
Here is 2 unconnected molecules or ions with the total composition C9H14S in a non-equilibrium geometry from OMol25. Energies are from ωB97M-V with the def2-TZVPD basis set.

Results
Total charge ... 0
HOMO-LUMO gap ... 9.6 eV
E_LUMO ... 0.9 eV
SMILES string ... Cc1ccccc1.CCS
Energy relative to the best compared isomer or geometry (same formula, charge and spin) ... 56.62 kJ/mol
Strongest force on any atom ... 1.508 eV/Å
HOMO level ... -0.31926 Eh

XYZ file:
```
24
Properties=species:S:1:pos:R:3:lowdin_charge:R:1
C -3.08 -0.02 -1.74 -0.044
C -1.93 -0.41 -0.84 -0.278
C -1.93 -0.17 0.53 -0.057
C -0.98 -0.69 1.39 -0.111
C 0.06 -1.46 0.86 -0.124
C 0.14 -1.62 -0.51 -0.106
C -0.83 -1.08 -1.36 -0.060
H -3.90 0.29 -1.09 0.074
H -3.34 -0.79 -2.45 0.073
H -2.72 0.81 -2.36 0.082
H -2.74 0.42 0.97 0.111
H -0.86 -0.30 2.39 0.079
H 0.70 -2.05 1.51 0.104
H 0.96 -2.09 -1.02 0.102
H -0.70 -1.19 -2.43 0.111
C 2.20 1.46 -0.31 -0.180
C 2.77 1.02 1.03 -0.585
S 1.63 1.35 2.44 0.694
H 2.94 2.03 -0.89 0.067
H 1.35 2.12 -0.22 0.059
H 2.04 0.64 -1.01 0.056
H 3.17 0.01 1.08 0.066
H 3.62 1.65 1.29 0.045
H 1.41 0.07 2.72 -0.176
```

[6]
Here is 2 unconnected molecules or ions with the total composition C2H8N2O3 in a non-equilibrium geometry from OMol25. Energies are from ωB97M-V with the def2-TZVPD basis set.

Results
Total charge ... +1
HOMO-LUMO gap (alpha / beta) ... 10.5 / 4.3 eV
E_LUMO (alpha / beta) ... -3.4 / -9.6 eV
Energy relative to the best compared isomer or geometry (same formula, charge and spin) ... 25.58 kJ/mol
2S+1 ... 2
Strongest force on any atom ... 3.846 eV/Å
HOMO level (alpha / beta) ... -0.51157 / -0.51144 Eh

XYZ file:
```
15
Properties=species:S:1:pos:R:3:lowdin_charge:R:1
N -3.60 -0.29 -0.20 0.183
C -2.38 0.03 0.37 -0.584
O -1.35 -0.12 -0.58 0.024
O -2.22 0.28 1.55 0.086
H -3.63 -0.09 -1.18 0.104
H -4.42 -0.21 0.37 0.124
H -1.37 -1.06 -0.78 0.118
N 1.35 0.55 0.56 0.347
C 2.75 0.25 0.29 -0.204
O 2.88 -0.37 -1.01 0.029
H 0.94 0.90 -0.28 0.121
H 0.84 -0.34 0.81 0.178
H 3.32 1.19 0.30 0.169
H 3.08 -0.47 1.07 0.161
H 3.82 -0.25 -1.28 0.144
```

Number 1: energy -3031.6080 hartree. Number 2: energy -1786.7058 hartree. Number 3: energy -595.0140 hartree. Number 4: energy -1593.4113 hartree. Number 5: energy -749.4914 hartree. Number 6: energy -415.8890 hartree.